{
  "formula": "C40H63GeI2N5O4P3Y",
  "method": "ωB97M-V with the def2-TZVPD basis set",
  "species": ["Y", "C", "C", "C", "P", "C", "N", "Ge", "N", "C", "P", "C", "C", "C", "C", "C", "C", "C", "C", "C", "C", "C", "C", "N", "C", "C", "C", "C", "C", "C", "C", "C", "C", "C", "C", "C", "N", "C", "P", "C", "C", "C", "C", "C", "C", "C", "C", "C", "H", "H", "H", "H", "H", "H", "H", "H", "H", "H", "H", "H", "H", "H", "H", "H", "H", "H", "H", "H", "H", "H", "H", "H", "H", "H", "H", "H", "H", "H", "H", "H", "H", "H", "H", "H", "H", "H", "H", "H", "H", "H", "H", "H", "H", "H", "H", "H", "H", "H", "H", "H", "H", "H", "H", "H", "H", "H", "H", "H", "C", "O", "H", "H", "H", "I", "I", "O", "N", "O", "O"],
  "positions_angstrom": [[1.63, 0.69, -3.01], [3.01, 1.55, 5.26], [2.21, 2.49, 4.32], [0.71, 2.54, 4.62], [2.54, 1.98, 2.54], [0.92, 2.75, 1.66], [-0.22, 1.86, 1.46], [-0.21, 0.24, 0.42], [-1.89, -0.27, -0.67], [-2.39, 0.42, -1.84], [-1.28, 0.26, -3.43], [-1.60, -1.44, -4.11], [-0.65, -1.82, -5.26], [-3.10, -1.56, -4.47], [-2.08, 1.50, -4.64], [-1.73, 1.07, -6.05], [-3.55, 1.82, -4.35], [-2.79, -1.15, 0.01], [-3.55, -2.18, -0.61], [-4.41, -2.99, 0.12], [-4.48, -2.80, 1.51], [-3.72, -1.87, 2.18], [-2.90, -0.95, 1.43], [-2.10, 0.06, 2.03], [-2.53, 1.42, 1.98], [-3.86, 1.85, 2.07], [-4.27, 3.14, 1.74], [-3.28, 3.99, 1.19], [-1.93, 3.67, 1.25], [-1.53, 2.39, 1.65], [-1.34, -0.28, 3.17], [-1.96, -0.37, 4.42], [-1.28, -0.98, 5.48], [0.01, -1.54, 5.32], [0.60, -1.55, 4.10], [-0.15, -1.03, 2.96], [0.14, -1.35, 1.63], [0.43, -2.67, 1.18], [1.26, -2.54, -0.52], [0.66, -4.25, -1.08], [0.57, -5.45, -0.08], [1.37, -4.68, -2.43], [3.10, -2.97, -0.14], [3.64, -1.84, 0.68], [3.35, -4.28, 0.58], [3.89, 3.16, 2.06], [4.49, 2.82, 0.68], [3.65, 4.71, 2.31], [3.82, 1.08, 4.67], [2.33, 0.82, 5.68], [3.54, 2.23, 5.92], [2.65, 3.50, 4.52], [0.24, 1.54, 4.60], [0.12, 3.24, 3.99], [0.54, 2.96, 5.63], [1.38, 3.01, 0.70], [0.63, 3.71, 2.15], [-2.62, 1.49, -1.77], [-3.32, -0.05, -2.18], [-1.37, -2.11, -3.25], [-0.86, -1.32, -6.22], [-0.70, -2.88, -5.39], [0.39, -1.57, -5.06], [-3.35, -1.03, -5.37], [-3.74, -1.23, -3.65], [-3.29, -2.61, -4.67], [-1.49, 2.43, -4.35], [-2.39, 0.30, -6.49], [-0.75, 0.65, -6.09], [-1.79, 1.89, -6.73], [-3.92, 1.49, -3.42], [-4.22, 1.53, -5.17], [-3.64, 2.91, -4.39], [-3.42, -2.27, -1.73], [-5.04, -3.72, -0.36], [-5.20, -3.40, 2.08], [-3.91, -1.70, 3.27], [-4.63, 1.17, 2.46], [-5.29, 3.50, 1.96], [-3.55, 4.98, 0.80], [-1.17, 4.37, 0.94], [-2.90, 0.10, 4.65], [-1.73, -1.02, 6.47], [0.46, -2.03, 6.15], [1.45, -2.20, 3.96], [-0.49, -3.33, 1.04], [1.06, -3.15, 1.93], [-0.38, -3.98, -1.35], [-0.44, -5.63, 0.22], [1.17, -5.35, 0.83], [1.00, -6.44, -0.49], [2.10, -5.50, -2.26], [1.97, -3.85, -2.84], [0.56, -4.92, -3.16], [3.58, -2.98, -1.15], [3.49, -1.98, 1.76], [3.31, -0.82, 0.48], [4.78, -1.81, 0.66], [3.08, -4.31, 1.64], [4.46, -4.39, 0.67], [3.07, -5.20, 0.04], [4.65, 2.85, 2.75], [4.53, 3.67, -0.06], [3.93, 2.04, 0.13], [5.53, 2.40, 0.83], [3.11, 5.24, 1.52], [4.70, 5.09, 2.45], [3.15, 5.00, 3.24], [1.22, 3.71, -2.22], [1.19, 2.32, -1.83], [0.26, 4.07, -2.52], [2.02, 3.90, -3.02], [1.42, 4.26, -1.29], [2.07, 1.27, -5.84], [-2.02, 6.79, -5.88], [3.60, 0.59, -2.09], [3.88, -0.54, -2.52], [4.97, -1.15, -2.51], [2.80, -1.28, -2.78]],
  "lumo_energy_ev": -5.54,
  "homo_ev": -10.509,
  "homo_lumo_gap_ev": 4.97,
  "multiplicity": 2,
  "energy_ev": -159759.3157,
  "molar_mass_g_mol": 1186.2,
  "s2": 0.7526,
  "total_charge": 1
}



{
  "formula": "C40H64N2O21P",
  "method": "ωB97M-V with the def2-TZVPD basis set",
  "species": ["C", "C", "C", "O", "C", "C", "P", "C", "O", "C", "N", "C", "C", "C", "C", "C", "C", "O", "C", "C", "C", "C", "C", "C", "C", "C", "C", "N", "H", "H", "H", "H", "H", "H", "H", "H", "H", "H", "H", "H", "H", "H", "H", "H", "H", "H", "H", "H", "H", "H", "H", "H", "H", "H", "H", "H", "H", "H", "H", "H", "H", "H", "H", "H", "H", "H", "H", "H", "C", "C", "O", "C", "O", "O", "H", "H", "H", "H", "C", "C", "O", "C", "O", "O", "H", "H", "H", "H", "C", "C", "O", "C", "O", "O", "H", "H", "H", "H", "C", "C", "O", "C", "O", "O", "H", "H", "H", "H", "C", "C", "O", "C", "O", "O", "H", "H", "H", "H", "C", "C", "O", "C", "O", "O", "H", "H", "H", "H"],
  "positions_angstrom": [[4.59, -1.94, -0.20], [4.47, -2.21, -1.71], [4.01, -0.98, -2.48], [2.61, -1.08, -2.73], [2.03, 0.05, -3.32], [1.51, 1.07, -2.27], [2.81, 2.30, -1.63], [3.92, 2.63, -3.05], [1.96, 3.72, -1.62], [0.99, 0.34, -1.03], [-0.11, -0.56, -1.32], [-1.23, 0.08, -2.02], [-2.59, -0.26, -1.38], [-3.40, -1.23, -2.26], [-2.79, -2.61, -2.44], [-2.51, -3.40, -1.15], [-3.81, -3.88, -0.48], [-3.80, -3.75, 0.92], [-4.05, -2.45, 1.40], [-1.01, 1.58, -2.19], [-2.10, 2.27, -3.03], [-3.13, 3.10, -2.28], [-3.23, 3.16, -0.89], [-4.23, 3.91, -0.29], [-5.13, 4.63, -1.06], [-5.02, 4.59, -2.45], [-4.02, 3.83, -3.05], [0.32, 1.77, -2.91], [3.84, -1.23, 0.15], [4.49, -2.86, 0.38], [5.59, -1.54, 0.02], [5.42, -2.56, -2.11], [3.73, -2.99, -1.88], [4.55, -0.88, -3.44], [4.23, -0.08, -1.89], [2.71, 0.52, -4.04], [1.17, -0.32, -3.90], [4.29, 1.72, -3.53], [3.49, 3.29, -3.81], [4.79, 3.14, -2.63], [1.88, 4.16, -2.48], [1.83, -0.20, -0.58], [0.68, 1.07, -0.28], [0.23, -1.37, -1.82], [-1.27, -0.33, -3.05], [-2.40, -0.68, -0.39], [-3.21, 0.63, -1.24], [-3.50, -0.75, -3.23], [-4.41, -1.30, -1.84], [-1.87, -2.54, -3.03], [-3.49, -3.21, -3.03], [-1.93, -4.27, -1.45], [-1.89, -2.85, -0.43], [-3.94, -4.95, -0.67], [-4.67, -3.36, -0.92], [-4.53, -1.82, 0.64], [-3.12, -1.96, 1.71], [-4.72, -2.51, 2.26], [-0.90, 2.11, -1.24], [-1.63, 2.91, -3.79], [-2.63, 1.50, -3.59], [-2.56, 2.59, -0.26], [-4.32, 3.93, 0.79], [-5.91, 5.20, -0.58], [-5.72, 5.16, -3.05], [-3.95, 3.81, -4.13], [0.17, 1.43, -3.86], [0.48, 2.78, -2.98], [8.83, -0.36, 3.34], [7.66, -1.33, 3.40], [7.25, -1.38, 2.03], [8.29, -1.02, 1.25], [8.29, -1.11, 0.06], [9.30, -0.55, 1.99], [9.62, -0.58, 4.05], [8.53, 0.68, 3.46], [7.97, -2.33, 3.71], [6.85, -0.99, 4.03], [-7.08, -3.67, -4.73], [-5.77, -4.43, -4.90], [-4.91, -3.41, -5.44], [-5.40, -2.20, -5.09], [-4.82, -1.17, -5.23], [-6.62, -2.32, -4.54], [-7.66, -4.00, -3.87], [-7.70, -3.70, -5.63], [-5.35, -4.77, -3.95], [-5.83, -5.26, -5.59], [-2.39, 1.96, 4.08], [-2.99, 2.45, 2.77], [-4.20, 3.07, 3.20], [-4.06, 3.43, 4.50], [-4.81, 4.12, 5.10], [-2.92, 2.90, 5.02], [-1.30, 1.99, 4.10], [-2.74, 0.96, 4.35], [-2.36, 3.20, 2.28], [-3.21, 1.65, 2.07], [-5.00, -9.06, -0.01], [-3.50, -8.83, 0.05], [-3.24, -8.22, -1.23], [-4.39, -7.66, -1.68], [-4.46, -6.94, -2.61], [-5.43, -8.03, -0.90], [-5.50, -8.96, 0.95], [-5.25, -10.03, -0.45], [-3.23, -8.12, 0.83], [-2.92, -9.73, 0.16], [11.88, 3.25, 2.34], [10.78, 4.19, 1.88], [9.62, 3.64, 2.51], [10.03, 2.93, 3.59], [9.30, 2.48, 4.41], [11.37, 2.80, 3.60], [12.84, 3.74, 2.49], [12.00, 2.39, 1.68], [10.92, 5.21, 2.24], [10.64, 4.21, 0.80], [-1.96, 5.83, 7.28], [-1.77, 4.38, 7.67], [-0.69, 4.45, 8.60], [-0.65, 5.70, 9.12], [0.03, 6.03, 10.03], [-1.50, 6.52, 8.44], [-2.99, 6.10, 7.07], [-1.33, 6.12, 6.43], [-2.65, 3.97, 8.18], [-1.51, 3.73, 6.84]],
  "lumo_energy_ev": -2.70,
  "homo_ev": -11.547,
  "homo_lumo_gap_ev": 8.85,
  "multiplicity": 1,
  "energy_ev": -97778.5316,
  "molar_mass_g_mol": 939.9,
  "total_charge": 1
}